ORCA calculation (ωB97M-V/def2-TZVPD) on one molecule with the formula C6H6Cl3N at a distorted geometry.

Last column: Löwdin charge in e.
CARTESIAN COORDINATES (ANGSTROEM)
N1 -2.090 1.168 -1.250  0.00
C1 -1.176 0.153 -0.885  -0.81
Cl1 0.108 0.113 -1.964  0.82
C2 -1.237 -0.613 0.208  -0.17
C3 -0.265 -1.524 0.814  -0.10
C4 1.078 -1.325 0.734  -0.19
C5 1.883 -0.207 0.396  -0.82
Cl2 3.586 -0.515 0.251  0.66
C6 1.456 1.069 0.398  -0.71
Cl3 2.478 2.389 0.239  0.66
H1 -3.120 1.162 -1.079  0.11
H2 -1.957 2.076 -1.730  0.10
H3 -2.231 -0.526 0.700  0.12
H4 -0.589 -2.464 1.375  0.13
H5 1.680 -2.198 1.076  0.10
H6 0.398 1.241 0.718  0.10

Calculated values
- gap between HOMO and LUMO (eV) = 7.97
- 2S+1 = 1
- structure (SMILES) = N/C(Cl)=C/C=C\C(Cl)=C\Cl



ORCA calculation (ωB97M-V/def2-TZVPD) on one molecule with the formula C4HFOS2 at a distorted geometry.

Last column: Löwdin charge in e.
CARTESIAN COORDINATES (ANGSTROEM)
O1 -2.064 -1.528 -0.262  0.13
C1 -1.031 -1.021 -0.176  -0.61
S1 0.657 -1.831 0.089  0.90
C2 1.490 -0.158 0.159  -0.92
S2 3.206 -0.011 -0.292  0.54
C3 0.361 0.917 0.344  -0.04
C4 -0.904 0.485 -0.151  -0.26
F1 -2.047 1.116 -0.189  0.14
H1 0.333 2.031 0.478  0.13

Calculated values
- gap between HOMO and LUMO (eV) = 7.38
- 2S+1 = 1
- structure (SMILES) = O=C1SC(=S)C=C1F



ORCA calculation (ωB97M-V/def2-TZVPD) on one molecule with the formula CH4N2O3S at a distorted geometry.

Last column: Löwdin charge in e.
CARTESIAN COORDINATES (ANGSTROEM)
N1 -0.550 -0.085 1.490  -0.06
S1 -0.721 -0.775 -0.020  0.71
O1 -1.300 -2.003 0.199  -0.23
N2 -1.342 0.332 -0.986  -0.15
O2 -0.046 1.101 -1.195  -0.24
C1 1.254 0.448 -0.790  -0.23
O3 0.863 -0.856 -0.585  -0.20
H1 -1.186 -0.425 2.150  0.05
H2 -0.611 0.945 1.449  0.09
H3 1.674 0.868 0.030  0.08
H4 1.965 0.451 -1.742  0.18

Calculated values
- gap between HOMO and LUMO (eV) = 9.48
- 2S+1 = 1
- structure (SMILES) = N[S@@]1(=O)=NOCO1



ORCA calculation (ωB97M-V/def2-TZVPD) on one molecule with the formula C4H7NO2.

Last column: Löwdin charge in e.
CARTESIAN COORDINATES (ANGSTROEM)
C1 1.603 0.464 -0.573  -0.04
N1 1.088 0.214 0.804  0.05
C2 -0.511 0.634 0.912  -0.42
O1 -0.705 1.560 1.686  0.00
C3 -1.094 -0.071 -0.074  -0.24
C4 -2.134 -0.905 -0.572  -0.09
O2 -0.750 -1.340 -0.614  -0.07
H1 1.176 -0.286 -1.242  0.09
H2 1.251 1.445 -0.904  0.11
H3 2.692 0.420 -0.587  0.09
H4 1.529 0.793 1.523  0.15
H5 1.188 -0.767 1.075  0.16
H6 -2.770 -1.451 0.121  0.11
H7 -2.563 -0.711 -1.555  0.11

Calculated values
- gap between HOMO and LUMO (eV) = 7.80
- 2S+1 = 1
- structure (SMILES) = C[NH2+]/C([O-])=C1/CO1



Number 1: HOMO -7.9 eV. Number 2: HOMO -9.4 eV. Number 3: HOMO -8.9 eV. Number 4: HOMO -7.2 eV.